C5H8O | wB97M-V/def2-TZVPD

Summary:
SMILES: C1C[C@@H]2O[C@@H]2C1
ΔE to the lowest compared entry with this formula, charge and spin (kJ/mol): 151.9
Largest force on an atom (hartree/bohr): 0.0200
LUMO energy (eV): 1.15
Calculated total energy (eV): -7360.6807

Geometry as ORCA input:
```
! RIJCOSX wB97M-V def2-TZVPD def2/J DEFGRID3
* xyz 0 1
C -0.51 1.10 -0.12
C -1.18 -0.21 0.36
C 0.05 -0.99 0.81
O 1.07 -0.13 1.35
C 1.19 -0.58 0.00
C 0.67 0.45 -0.98
H -1.11 1.76 -0.73
H -0.27 1.65 0.81
H -1.66 -0.70 -0.50
H -1.93 -0.15 1.16
H 0.00 -1.95 1.31
H 2.07 -1.19 -0.17
H 0.15 -0.06 -1.81
H 1.48 1.00 -1.48
*
```